# 1
{"formula": "C12H18N3", "method": "the ωB97M-V functional and the def2-TZVPD basis", "smiles": "CN1CC[NH2+][C@@H]2c3ccccc3N(C)[C@@H]21", "energy_ha": -632.01346, "charge": 1, "orbital_gap_ev": 8.60, "e_lumo_ha": -0.10742, "relative_energy_kcal_mol": 54.6, "homo_ev": -11.521, "species": ["C", "N", "C", "C", "N", "C", "C", "C", "C", "C", "C", "C", "N", "C", "C", "H", "H", "H", "H", "H", "H", "H", "H", "H", "H", "H", "H", "H", "H", "H", "H", "H", "H"], "coordinates": [[0.4512, -1.9099, -2.4186], [-0.0094, -0.9418, -1.5062], [-1.4727, -0.8395, -1.4487], [-1.9699, -1.6902, -0.1872], [-1.4792, -0.9650, 1.0140], [0.0485, -0.8392, 1.0883], [0.4286, 0.4954, 1.7918], [0.2152, 0.8102, 3.1376], [0.4855, 2.0583, 3.6627], [1.0070, 2.9279, 2.7362], [1.1453, 2.6442, 1.4115], [0.7824, 1.4529, 0.8432], [0.7375, 1.0102, -0.4596], [1.7061, 1.6275, -1.4068], [0.7070, -0.4866, -0.4438], [0.3537, -1.5897, -3.4496], [1.4981, -2.0090, -2.0299], [0.0822, -2.8548, -2.2099], [-1.9495, -1.1979, -2.3952], [-1.7331, 0.2163, -1.3536], [-3.1023, -1.7804, -0.2048], [-1.6445, -2.6871, -0.3102], [-1.7094, 0.1211, 0.8621], [-1.8838, -1.3866, 1.8757], [0.4030, -1.7474, 1.5108], [-0.0537, -0.0374, 3.7564], [0.4851, 2.2620, 4.7279], [1.4576, 3.8767, 2.9782], [1.2712, 3.4912, 0.7266], [2.3342, 2.2365, -0.6995], [2.2468, 0.7975, -1.7800], [1.2349, 2.2905, -2.0475], [1.6745, -0.9415, -0.4866]], "forces_ev_per_a": [[3.205, 0.776, 1.010], [-3.460, 0.096, -1.523], [0.273, -0.748, 0.784], [-2.022, 1.954, -2.432], [-0.027, 2.249, -0.742], [1.178, 2.453, -1.240], [-1.366, -1.580, 0.012], [0.056, -1.395, -0.232], [0.637, -0.583, -0.068], [0.778, 1.120, 0.591], [-0.546, 1.724, -2.579], [-0.226, -1.269, 1.329], [0.187, -0.381, 0.447], [0.277, -0.216, 4.009], [-1.590, 1.000, 2.373], [0.192, -0.218, -0.171], [-0.210, -0.215, -1.590], [-1.294, -2.106, -0.128], [0.567, 0.120, 0.892], [-0.316, 0.066, 0.265], [1.292, 0.530, 0.442], [0.977, -1.034, 0.488], [-0.234, -2.898, 0.939], [0.378, 0.930, -0.479], [0.500, -0.700, 0.265], [-0.195, 0.156, 0.360], [-0.258, 0.017, -0.213], [-0.459, 0.325, 0.609], [0.665, -0.216, 0.361], [0.075, -0.499, -1.225], [0.784, -0.233, -1.172], [-0.758, 0.806, -1.736], [0.941, -0.032, 0.354]], "lowdin_charge": [-0.052, -0.212, -0.095, -0.092, 0.076, -0.045, -0.137, -0.040, -0.058, -0.076, -0.035, -0.237, -0.056, 0.027, -0.221, 0.105, 0.113, 0.064, 0.145, 0.119, 0.151, 0.110, 0.237, 0.194, 0.137, 0.114, 0.118, 0.119, 0.129, 0.102, 0.081, 0.069, 0.148]}

***

# 2
{"formula": "C2H26O12Pd", "method": "the ωB97M-V functional and the def2-TZVPD basis", "energy_ha": -1122.03884, "orbital_gap_ev": [6.07, 5.61], "e_lumo_ha": [0.00578, 0.00354], "relative_energy_kcal_mol": 219.0, "multiplicity": 3, "homo_ev": [-5.916, -5.518], "species": ["Pd", "C", "O", "H", "H", "H", "C", "O", "H", "H", "H", "O", "H", "H", "O", "H", "H", "O", "H", "H", "O", "H", "H", "O", "H", "H", "O", "H", "H", "O", "H", "H", "O", "H", "H", "O", "H", "H", "O", "H", "H"], "coordinates": [[1.8259, -0.1794, -0.3211], [-0.7731, -0.2414, -0.8951], [0.2859, -0.7734, -0.0911], [-1.5551, -0.9544, -1.1601], [-0.1321, 0.0596, -1.6941], [-1.0971, 0.6136, -0.3401], [2.2309, 1.4826, -2.4591], [2.1289, 1.2496, -1.0611], [3.3229, 1.3286, -2.6031], [1.8889, 2.5076, -2.5761], [1.6909, 0.7616, -3.0371], [2.5439, -0.0164, 1.2079], [2.0969, 0.7256, 1.5959], [3.4349, 0.2536, 1.3339], [2.7459, -1.5144, -1.0701], [2.4619, -2.3414, -0.6421], [3.7199, -1.5744, -1.1751], [-0.3431, -1.0394, 2.5209], [-0.2271, -0.7934, 1.5959], [0.0019, -0.3454, 3.0549], [-0.7271, 2.9946, -1.2391], [-0.0191, 2.3586, -1.3121], [-0.7131, 3.3386, -0.3491], [0.7839, 1.8126, 1.4999], [0.8139, 2.7816, 1.5819], [-0.0601, 1.5906, 1.8639], [1.6729, -3.5914, 0.0059], [0.6839, -3.6934, 0.0669], [1.8849, -3.5534, 0.9449], [-1.9281, 1.5826, 1.9779], [-2.4381, 1.1856, 2.7209], [-2.1801, 1.1076, 1.1989], [-3.5451, -1.4004, 0.2139], [-3.0391, -0.7534, -0.2031], [-3.8511, -2.0284, -0.4591], [-3.4821, 1.4626, -0.2761], [-3.4151, 1.6986, -1.2341], [-3.2521, 2.3046, 0.0639], [-1.0081, -3.1034, 0.2829], [-0.4931, -2.3354, 0.0839], [-1.9381, -2.9684, 0.3849]], "forces_ev_per_a": [[-2.349, -0.946, -6.745], [1.931, -0.360, 0.948], [-14.666, -6.934, 2.700], [0.188, 0.000, -0.156], [-0.884, 0.667, -1.784], [-0.881, 0.627, -0.264], [1.845, 0.143, 1.830], [2.420, 13.476, -6.354], [-0.543, 0.577, -1.014], [0.184, 0.131, -0.848], [-0.590, -0.422, -0.532], [6.943, 1.383, 14.654], [-1.138, 1.223, 1.297], [2.076, 0.077, 0.599], [6.960, -8.340, -5.343], [-0.313, -1.141, -0.232], [-0.691, -0.162, -0.116], [-0.672, -1.019, 0.477], [0.359, 0.045, -0.726], [0.452, 0.781, 0.521], [-0.782, 0.454, -0.566], [0.588, -0.335, 0.327], [0.257, -0.044, 0.313], [0.988, 1.477, -0.020], [0.244, -0.526, -0.067], [-1.522, -0.439, 0.488], [-0.890, -0.465, 0.668], [0.701, 0.028, -0.432], [0.238, -0.047, 0.136], [-0.091, 0.467, 1.863], [0.592, 0.257, -0.909], [-0.487, -0.703, -0.749], [-1.597, -2.433, 1.153], [1.034, 1.755, -1.185], [0.124, 0.495, 0.164], [-0.352, -0.431, -2.142], [-0.088, -0.772, 0.808], [0.319, 1.395, 1.139], [0.474, -2.664, 0.011], [0.170, 1.966, -0.092], [-0.553, 0.760, 0.182]], "lowdin_charge": [1.159, -0.128, -0.573, 0.079, 0.061, 0.038, -0.174, -0.527, 0.084, 0.072, 0.059, -0.187, 0.011, 0.071, -0.193, 0.004, 0.104, -0.047, -0.030, 0.006, -0.035, -0.010, 0.025, -0.049, 0.090, -0.009, -0.044, 0.050, 0.074, -0.045, 0.100, -0.014, -0.029, -0.062, 0.066, -0.050, 0.092, 0.017, -0.044, -0.034, 0.019]}

***

# 3
{"formula": "C20H49N4O5", "method": "the ωB97M-V functional and the def2-TZVPD basis", "energy_ha": -1386.52028, "charge": 1, "orbital_gap_ev": 8.78, "e_lumo_ha": -0.06947, "relative_energy_kcal_mol": 0.0, "homo_ev": -10.666, "species": ["O", "H", "H", "H", "O", "C", "N", "C", "H", "H", "H", "H", "H", "O", "C", "N", "C", "H", "H", "H", "H", "H", "C", "C", "N", "C", "C", "C", "C", "H", "H", "H", "H", "H", "H", "H", "H", "H", "H", "H", "H", "H", "H", "H", "C", "C", "N", "C", "C", "C", "C", "H", "H", "H", "H", "H", "H", "H", "H", "H", "H", "H", "H", "H", "H", "H", "O", "C", "O", "C", "C", "C", "H", "H", "H", "H", "H", "H"], "coordinates": [[0.1857, 0.1497, 0.3296], [0.0004, 1.1283, 0.2736], [0.9169, -0.0046, 0.9892], [-0.7137, -0.3214, 0.5531], [-0.7341, 2.6370, 0.4505], [-1.5835, 3.4791, 0.1631], [-2.1871, 4.2457, 1.0907], [-1.9787, 3.7303, -1.2716], [-2.0371, 4.1359, 2.0778], [-2.7055, 5.0485, 0.7784], [-1.4454, 4.6279, -1.5917], [-3.0547, 3.8811, -1.3564], [-1.6829, 2.8850, -1.8827], [1.6507, 0.5453, 2.6130], [1.2004, 1.2538, 3.5053], [0.5861, 2.4224, 3.2375], [1.1514, 0.7854, 4.9321], [0.1815, 2.9778, 3.9700], [0.4860, 2.7886, 2.3017], [0.7240, -0.2165, 4.9936], [0.5599, 1.4660, 5.5418], [2.1391, 0.6421, 5.3712], [-2.5346, 0.4560, 2.9026], [-3.0757, -0.1843, 1.6293], [-2.0857, -1.0475, 0.9593], [-2.5993, -1.4900, -0.3597], [-3.1502, -0.3693, -1.2203], [-1.8012, -2.2126, 1.7967], [-0.8855, -3.2398, 1.1213], [-3.2716, 1.1578, 3.2858], [-1.6063, 0.9682, 2.6300], [-2.2740, -0.2688, 3.6700], [-3.9724, -0.7913, 1.8289], [-3.3827, 0.5995, 0.9428], [-1.7709, -1.9449, -0.9079], [-3.3144, -2.3050, -0.1845], [-2.5292, 0.5263, -1.2637], [-3.2145, -0.7399, -2.2463], [-4.1735, -0.1145, -0.9448], [-2.7475, -2.7251, 2.0475], [-1.3722, -1.9608, 2.7657], [-0.0941, -2.7319, 0.5592], [-1.4238, -3.8225, 0.3742], [-0.4306, -3.9039, 1.8500], [3.2576, 1.1799, -0.4308], [3.7687, -0.2545, -0.5133], [2.8482, -1.2164, 0.1166], [2.5715, -2.3329, -0.8021], [1.7381, -1.9728, -2.0175], [3.4500, -1.7626, 1.3433], [2.4722, -2.4269, 2.3102], [4.0038, 1.8680, -0.8253], [3.0276, 1.4409, 0.6058], [2.3235, 1.2454, -0.9913], [3.8707, -0.4716, -1.5811], [4.7860, -0.3546, -0.1190], [3.5001, -2.8364, -1.1061], [1.9683, -3.0263, -0.2070], [1.5431, -2.9100, -2.5478], [0.7866, -1.5170, -1.7432], [2.2661, -1.3304, -2.7197], [3.9281, -0.9132, 1.8348], [4.2597, -2.4678, 1.0946], [2.3707, -3.4855, 2.0510], [1.4528, -2.0486, 2.2161], [2.8172, -2.2994, 3.3320], [-0.0391, 1.2805, -2.3004], [-0.0473, 0.8415, -3.4151], [1.0799, 0.5007, -4.0539], [0.8161, 0.0357, -5.3907], [-0.6326, 0.4577, -5.7032], [-1.2534, 0.6804, -4.3293], [0.9726, -1.0410, -5.4735], [1.5233, 0.5241, -6.0556], [-1.1645, -0.2511, -6.3335], [-0.5603, 1.3814, -6.2798], [-1.7590, -0.2147, -3.9608], [-1.8959, 1.5540, -4.3102]], "forces_ev_per_a": [[0.289, 0.484, -0.161], [-0.029, -0.112, -0.226], [-0.018, 0.027, -0.117], [-0.494, -0.355, 0.663], [-0.077, -0.049, 0.580], [0.227, -0.229, -0.369], [-0.145, 0.178, -0.298], [-0.127, 0.095, 0.349], [0.237, -0.082, -0.015], [-0.187, -0.061, 0.129], [-0.106, -0.029, -0.198], [0.036, 0.176, -0.025], [0.207, 0.000, 0.035], [0.228, -0.030, -0.167], [-0.567, -0.521, -0.236], [-0.086, 0.583, 0.279], [0.079, -0.060, 0.428], [0.138, -0.083, 0.147], [0.151, -0.339, -0.158], [-0.249, 0.107, -0.307], [0.119, -0.083, 0.186], [0.122, 0.394, -0.177], [0.327, -0.190, -0.581], [-0.118, -0.245, 0.283], [0.207, 0.492, -0.275], [0.498, -0.172, 0.099], [-0.580, -0.345, -0.439], [-0.014, -1.269, 0.159], [-0.062, 0.515, -0.543], [0.096, 0.070, 0.141], [-0.154, 0.249, 0.193], [-0.233, -0.020, 0.106], [0.010, 0.095, 0.084], [0.117, 0.079, -0.017], [0.071, -0.001, 0.163], [-0.284, 0.228, -0.216], [0.134, -0.052, 0.253], [-0.014, -0.019, 0.044], [0.083, 0.213, 0.062], [0.000, 0.173, -0.095], [0.121, 0.531, -0.194], [0.121, -0.041, 0.250], [-0.043, -0.173, 0.174], [-0.031, -0.044, 0.023], [-0.086, -0.350, 0.449], [-0.023, 0.290, -0.494], [0.379, -0.464, -0.337], [-0.689, 0.215, 0.637], [0.262, -0.403, -0.235], [0.088, 0.694, 0.170], [-0.220, -0.478, -0.755], [-0.112, 0.122, -0.057], [0.159, 0.076, -0.006], [0.099, 0.175, -0.155], [-0.039, -0.212, 0.072], [-0.082, 0.044, 0.197], [0.000, -0.041, 0.023], [0.266, -0.287, -0.135], [-0.143, 0.080, -0.055], [0.040, 0.106, 0.042], [-0.070, 0.174, 0.087], [-0.088, -0.052, 0.123], [-0.029, 0.026, 0.000], [0.193, -0.063, 0.373], [0.182, 0.424, 0.117], [-0.065, -0.191, 0.085], [-0.066, -0.122, 0.380], [-0.125, 0.705, -0.567], [0.026, -0.296, -0.084], [-0.304, -0.039, -0.358], [0.450, 0.168, -0.320], [0.623, -0.436, -0.206], [0.012, -0.001, 0.373], [0.088, 0.011, 0.081], [0.054, -0.141, 0.130], [-0.307, 0.107, 0.192], [-0.322, 0.149, -0.125], [-0.151, -0.074, 0.342]], "lowdin_charge": [0.132, 0.077, 0.094, 0.092, -0.004, -0.530, 0.189, 0.017, 0.112, 0.116, 0.103, 0.091, 0.052, 0.006, -0.553, 0.184, 0.013, 0.106, 0.086, 0.089, 0.078, 0.095, -0.061, -0.229, -0.213, -0.220, -0.073, -0.231, -0.072, 0.082, 0.051, 0.068, 0.132, 0.098, 0.108, 0.133, 0.067, 0.073, 0.081, 0.130, 0.108, 0.052, 0.077, 0.084, -0.067, -0.245, -0.182, -0.253, -0.077, -0.257, -0.089, 0.077, 0.058, 0.054, 0.105, 0.117, 0.126, 0.095, 0.082, 0.055, 0.060, 0.109, 0.120, 0.070, 0.039, 0.075, 0.092, -0.481, 0.024, -0.128, -0.135, -0.065, 0.126, 0.126, 0.117, 0.117, 0.116, 0.126]}

***

# 4
{"formula": "C4H6N2O", "method": "the ωB97M-V functional and the def2-TZVPD basis", "smiles": "Nc1ccc(O)[nH]1", "energy_ha": -340.76175, "orbital_gap_ev": 8.66, "e_lumo_ha": 0.03091, "relative_energy_kcal_mol": 20.8, "homo_ev": -7.819, "species": ["N", "C", "C", "C", "C", "O", "N", "H", "H", "H", "H", "H", "H"], "coordinates": [[-2.2454, -0.3988, -0.0218], [-0.8947, 0.0127, 0.0605], [-0.2587, 1.2300, 0.1257], [1.1496, 0.9858, 0.1146], [1.3132, -0.3734, 0.0456], [2.4265, -1.1651, 0.0203], [0.0785, -0.9570, 0.0119], [-2.7613, 0.1682, -0.6832], [-2.7210, -0.3580, 0.8709], [-0.7441, 2.1966, 0.1771], [1.9465, 1.7164, 0.1591], [2.8159, -1.1097, -0.8611], [-0.1051, -1.9475, -0.0196]], "forces_ev_per_a": [[-0.108, 0.157, 0.017], [0.233, 0.144, -0.002], [-0.159, -0.121, -0.021], [0.135, -0.127, 0.018], [-0.248, 0.242, -0.011], [0.076, 0.022, -0.124], [0.025, -0.057, -0.003], [0.031, -0.078, 0.066], [0.026, 0.013, -0.014], [0.058, -0.173, -0.021], [-0.136, -0.126, -0.008], [0.028, -0.028, 0.153], [0.040, 0.130, -0.050]], "lowdin_charge": [0.074, -0.386, -0.054, -0.041, -0.395, 0.049, 0.134, 0.076, 0.075, 0.096, 0.101, 0.109, 0.162]}